Density functional theory data (ωB97M-V with the def2-TZVPD basis set) for the ion C10H10IN4 with charge +1.

Values from the calculation:
molar mass = 313.1 g/mol
frontier orbital gap = 0.23367 Ha
net charge = +1
HOMO energy = -10.9 eV

Positions of all 25 atoms, in Å:
C  -1.028699  4.076609  -0.115389
C  0.253430  3.651281  -0.561764
C  -1.678562  2.969691  0.328593
C  1.893947  -1.787007  1.402330
C  0.629718  -2.272069  1.334071
C  1.134464  -0.128549  -0.252996
C  2.169074  -0.694895  0.371814
C  -0.399669  -1.788450  0.444065
C  -1.022966  -3.117582  -1.593657
C  -0.944779  0.638935  0.448430
N  0.437742  2.405640  -0.314737
N  -0.772531  1.918024  0.142354
N  -0.194559  -0.416981  0.005089
N  -0.969755  -2.790401  -0.315901
I  4.090192  -0.301595  -0.076259
H  -1.361230  5.058516  -0.410184
H  1.095297  4.223981  -1.117745
H  -2.657588  2.875925  0.715516
H  2.685280  -2.052199  2.015598
H  0.432010  -3.186726  1.891277
H  1.539543  0.476172  -1.112109
H  -1.378273  -4.140662  -2.062549
H  -0.912829  -2.252893  -2.245321
H  -2.018932  0.282453  0.713708
H  -1.020323  -3.647226  0.365761

Atoms 1-2, force components in eV/Å:
C -0.495 0.323 -1.045
C 1.645 0.936 -0.690

Results of the Löwdin charge analysis, in e, for atoms 1 through 2: number 1, C, carries -0.018; number 2, C, carries -0.099